Record 1
Here is a structure of composition C48H37AlClN2O5P2Si at a distorted geometry from the OMol25 dataset. Energies are from ωB97M-V/def2-TZVPD.

```
! wB97M-V def2-TZVPD RIJCOSX def2/J DEFGRID3
* xyz -1 1
Al 0.01 0.84 -2.37
C -0.03 -2.49 -2.70
Si 0.49 -1.37 -1.34
C 2.13 -2.08 -1.06
C 2.34 -3.07 -2.01
C 3.28 -4.06 -1.95
C 4.03 -4.16 -0.77
C 3.76 -3.24 0.31
C 2.97 -2.09 0.11
P 2.90 -1.07 1.68
C 3.07 -1.98 3.24
C 2.02 -2.02 4.12
C 2.11 -2.74 5.31
C 3.34 -3.32 5.72
C 4.47 -3.27 4.92
C 4.38 -2.50 3.72
C 4.42 -0.15 1.43
C 4.74 0.65 2.52
C 5.71 1.64 2.46
C 6.38 1.89 1.32
C 6.14 1.07 0.17
C 5.21 -0.02 0.23
C -0.65 -1.42 0.29
C -0.43 -2.65 0.91
C -1.15 -3.03 2.05
C -1.77 -1.94 2.79
C -1.85 -0.67 2.29
C -1.28 -0.25 1.01
P -1.69 1.40 0.29
C -3.46 1.67 0.60
C -4.46 1.90 -0.45
C -5.74 1.61 -0.14
C -6.27 1.76 1.14
C -5.34 1.83 2.19
C -3.96 1.71 1.96
C -1.16 3.01 0.96
C -1.94 3.57 2.02
C -1.48 3.43 3.28
C -0.09 3.46 3.41
C 0.83 3.13 2.35
C 0.19 2.87 1.10
H -0.74 -3.28 -2.48
H -0.06 4.21 5.37
H -0.24 -2.11 -3.68
H 1.25 -3.08 -2.72
H 3.57 -4.69 -2.80
H 4.83 -4.90 -0.82
H 4.28 -3.22 1.19
H 1.05 -1.44 3.96
H 1.18 -2.81 5.91
H 3.35 -3.82 6.72
H 5.41 -3.70 5.32
H 5.27 -2.20 3.20
H 4.23 0.48 3.51
H 5.96 2.28 3.26
H 7.17 2.61 1.32
H 6.64 1.21 -0.79
H 5.07 -0.65 -0.66
H 0.25 -3.39 0.54
H -0.92 -4.01 2.48
H -2.13 -2.13 3.81
H -2.17 0.11 3.12
H -4.25 2.11 -1.51
H -6.66 1.62 -0.81
H -7.30 1.56 1.54
H -5.63 2.31 3.16
H -3.30 1.47 2.81
H -2.85 4.01 1.81
H -2.20 3.29 4.11
H 0.16 4.18 4.32
H 1.85 3.03 2.69
H 0.85 2.49 0.34
O -0.51 4.67 -6.47
C -1.40 3.66 -6.82
O -2.05 3.88 -7.77
C -1.47 2.54 -5.78
C -2.65 1.75 -5.54
Cl -4.26 2.01 -6.02
N -2.31 0.80 -4.58
N -1.05 0.97 -4.13
C -0.51 1.92 -4.92
C 0.66 2.56 -4.30
O 1.28 3.50 -4.82
O 1.04 2.15 -3.05
C -3.09 -0.31 -4.18
C -2.72 -1.57 -4.26
C -3.29 -2.58 -3.42
C -4.47 -2.17 -2.65
C -4.91 -0.93 -2.64
C -4.15 -0.06 -3.41
H 0.22 4.26 -5.84
H -1.79 -1.82 -4.67
H -2.73 -3.53 -3.42
H -4.69 -2.93 -1.93
H -5.69 -0.51 -2.06
H -4.39 0.96 -3.41
O -1.14 1.40 -1.25
*
```

Properties
orbital gap (spin up / spin down) = 4.0 / 3.7 eV
LUMO (spin up / spin down) = 0.0409 / 0.0409 hartree

Atom charges from the Löwdin analysis, given in e for atoms 1 to 8: 0.232 -0.307 0.545 -0.322 -0.191 -0.127 -0.075 -0.107



Record 2
Here is a structure of composition C48H38AsN5O8PbSe at a distorted geometry from the OMol25 dataset. Energies are from ωB97M-V/def2-TZVPD.

```
! wB97M-V def2-TZVPD RIJCOSX def2/J DEFGRID3
* xyz -2 1
Pb -0.06 -0.42 -0.04
C 1.69 0.88 4.23
C 0.81 0.95 5.29
C -0.53 0.68 5.06
C -0.98 0.38 3.77
N -0.10 0.32 2.76
C 1.18 0.55 2.99
C -2.45 0.16 3.58
C -3.25 0.03 4.71
C -4.61 -0.10 4.57
C -5.16 -0.11 3.30
C -4.31 0.00 2.20
N -2.98 0.15 2.35
C -4.89 0.00 0.83
C -6.21 -0.35 0.61
C -6.71 -0.35 -0.68
C -5.88 0.00 -1.72
C -4.57 0.36 -1.41
N -4.10 0.38 -0.17
H 2.75 1.09 4.36
H 1.15 1.22 6.28
H -1.22 0.74 5.89
H 1.83 0.46 2.13
H -2.83 0.02 5.71
H -5.25 -0.19 5.43
H -6.23 -0.17 3.18
H -6.86 -0.65 1.43
H -7.74 -0.64 -0.87
H -6.19 -0.04 -2.75
H -3.87 0.61 -2.19
C -0.46 -4.38 1.37
O 0.83 -4.76 1.86
C 1.91 -4.20 1.23
C 2.97 -5.03 0.94
C 4.11 -4.55 0.29
C 4.15 -3.23 -0.09
C 3.11 -2.34 0.21
C 3.30 -0.95 -0.13
N 2.41 -0.02 -0.06
N 2.89 1.27 -0.07
C 1.96 2.19 0.04
O 0.70 2.08 -0.08
C 2.50 3.54 0.44
C 1.59 4.52 0.80
C 2.02 5.76 1.25
C 3.38 6.04 1.34
C 4.30 5.05 0.98
C 3.87 3.81 0.54
C 1.97 -2.79 0.95
O 1.08 -1.99 1.43
H -1.16 -5.11 1.80
H -0.51 -4.43 0.28
H -0.73 -3.38 1.69
H 2.89 -6.07 1.23
H 4.92 -5.22 0.06
H 5.02 -2.85 -0.63
H 4.32 -0.65 -0.39
H 0.54 4.27 0.73
H 1.29 6.52 1.53
H 3.72 7.00 1.69
H 5.36 5.26 1.06
H 4.57 3.03 0.28
O -2.24 -3.36 -1.30
Se -1.02 -3.18 -2.36
O -1.56 -2.63 -3.80
O 0.06 -2.02 -1.79
O -0.20 -4.56 -2.56
O -0.03 0.81 -2.54
As 0.48 1.54 -3.89
C 0.87 0.24 -5.26
C 1.19 0.56 -6.58
C 1.48 -0.46 -7.47
C 1.43 -1.78 -7.05
C 1.07 -2.10 -5.75
C 0.81 -1.08 -4.84
C 1.99 2.75 -3.76
C 1.83 3.90 -2.99
C 2.87 4.81 -2.87
C 4.07 4.57 -3.52
C 4.24 3.42 -4.28
C 3.20 2.51 -4.40
C -0.94 2.75 -4.50
C -0.72 3.96 -5.13
C -1.78 4.82 -5.39
C -3.07 4.45 -5.04
C -3.30 3.22 -4.42
C -2.24 2.38 -4.15
H 1.20 1.60 -6.91
H 1.75 -0.22 -8.50
H 1.67 -2.57 -7.75
H 0.99 -3.12 -5.42
H 0.53 -1.32 -3.82
H 0.89 4.05 -2.48
H 2.74 5.70 -2.27
H 4.88 5.28 -3.42
H 5.18 3.24 -4.79
H 3.32 1.61 -4.99
H 0.29 4.26 -5.39
H -1.60 5.77 -5.87
H -3.90 5.12 -5.24
H -4.30 2.94 -4.14
H -2.39 1.44 -3.63
*
```

Properties
orbital gap = 5.6 eV
energy relative to the best compared isomer or geometry (same formula, charge and spin) = 1.341 eV
LUMO = 0.1432 hartree

Atom charges from the Löwdin analysis, given in e for atoms 1 to 8: 1.495 -0.044 -0.080 -0.038 -0.185 0.086 -0.122 -0.181